# 1
This record from the Open Molecules 2025 dataset describes a molecular structure, C30H45BrN2P2Pb in a non-equilibrium geometry. The level of theory is ωB97M-V/def2-TZVPD.

Properties
- energy above the lowest of the compared OMol25 structures with the same formula, charge and spin (kJ/mol) = 0.0
- frontier orbital gap (spin up / spin down) (eV) = 4.26 / 3.31
- charge = +2
- E_tot (Ha) = -4728.57479

Geometry (Å):
1 N -1.6455 -10.9570 2.7138
2 C -1.4270 -10.1600 3.7599
3 C -1.0767 -8.8133 3.6069
4 C -1.0043 -8.2629 2.3100
5 C -1.2161 -9.1367 1.2192
6 C -1.5352 -10.4779 1.4767
7 C -0.7859 -6.8350 2.1178
8 Pb -0.9762 0.2649 0.2382
9 P -4.2474 3.7608 -2.3110
10 C -1.1834 -6.1783 0.9989
11 C -0.9621 -4.7752 0.7751
12 C -1.7131 -4.1155 -0.2226
13 C -1.5583 -2.7430 -0.4266
14 C -0.6082 -2.0583 0.3254
15 C 0.1181 -2.6661 1.3338
16 C -0.0382 -4.0431 1.5530
17 Br 0.3166 2.5197 -0.7793
18 H -0.3487 -6.2973 2.9662
19 H -1.7582 -6.7085 0.2375
20 H -0.9093 -8.1996 4.4917
21 H -1.1440 -8.7881 0.1914
22 H -1.5305 -10.5970 4.7590
23 H -1.7057 -11.1693 0.6481
24 H -2.4301 -4.7008 -0.8076
25 H 0.5503 -4.5617 2.3173
26 H -2.1983 -2.2409 -1.1533
27 H 0.8089 -2.0971 1.9621
28 P 0.7441 -0.5180 -2.1083
29 C -4.6390 3.1181 -0.6378
30 C -6.1009 3.3920 -0.2521
31 H -3.9551 3.6311 0.0526
32 H -4.4183 2.0417 -0.6213
33 H -6.2198 3.3095 0.8345
34 H -6.4074 4.4025 -0.5517
35 H -6.7846 2.6725 -0.7194
36 C -4.4260 2.2615 -3.3700
37 C -4.7734 2.6161 -4.8199
38 H -5.2263 1.6567 -2.9202
39 H -3.4848 1.6973 -3.3120
40 H -5.1701 1.7339 -5.3346
41 H -5.5339 3.4049 -4.8661
42 H -3.8914 2.9574 -5.3732
43 C -2.4344 4.0154 -2.2965
44 C -2.0603 5.4799 -2.0431
45 H -2.0587 3.6861 -3.2769
46 H -1.9764 3.3635 -1.5364
47 H -0.9963 5.6275 -2.2683
48 H -2.6479 6.1521 -2.6834
49 H -2.2243 5.7634 -0.9946
50 C 2.0404 0.6020 -2.8278
51 C 3.3027 0.0090 -3.4428
52 H 2.3059 1.2884 -2.0080
53 H 1.5162 1.2202 -3.5723
54 H 3.9356 -0.4939 -2.7013
55 H 3.0791 -0.6889 -4.2598
56 H 3.8910 0.8341 -3.8645
57 C -0.5283 -0.5317 -3.4554
58 C -1.0024 -1.8733 -4.0176
59 H -0.1108 0.0923 -4.2607
60 H -1.3868 0.0240 -3.0405
61 H -0.2847 -2.2918 -4.7356
62 H -1.2000 -2.6226 -3.2416
63 H -1.9436 -1.7125 -4.5594
64 C 1.4867 -2.1919 -2.2268
65 C 2.5515 -2.4717 -1.1630
66 H 1.8955 -2.3070 -3.2431
67 H 0.6647 -2.9126 -2.1154
68 H 2.4813 -3.5200 -0.8374
69 H 3.5705 -2.3160 -1.5466
70 H 2.4224 -1.8502 -0.2656
71 C 3.5362 0.7050 3.4723
72 C 2.2158 0.6320 3.9181
73 C 1.1894 0.4899 2.9766
74 N 1.4247 0.4277 1.6503
75 C 2.7012 0.5261 1.2247
76 C 3.7833 0.6537 2.1023
77 H 4.3575 0.7968 4.1830
78 H 1.9486 0.6693 4.9692
79 H 0.1407 0.4175 3.2949
80 H 2.8530 0.5202 0.1385
81 H 4.7863 0.7028 1.6848


# 2
This record from the Open Molecules 2025 dataset describes a molecular structure, C30H45Cl4GeNO3PSi3V in a non-equilibrium geometry. The level of theory is ωB97M-V/def2-TZVPD.

Properties
- spin multiplicity = 2
- frontier orbital gap (spin up / spin down) (eV) = 3.69 / 3.64
- charge = +1
- E_tot (Ha) = -7522.13966

Geometry (Å):
1 V -0.9699 0.7275 -0.3119
2 N 0.9042 -0.3287 0.7555
3 C 2.1542 0.1120 0.0805
4 C 1.8333 0.8535 -1.1857
5 O 2.6283 1.2966 -1.9383
6 O 0.4693 0.9513 -1.3519
7 H 1.0469 -0.4855 1.7471
8 H 0.6564 -1.2372 0.3557
9 H 2.7962 -0.7251 -0.1697
10 H 2.7121 0.7877 0.7209
11 Cl -2.2194 -0.1212 1.4047
12 C -1.9264 0.8320 2.8992
13 C -2.4919 0.3389 4.0561
14 C -2.3120 1.0801 5.2138
15 C -1.5997 2.2751 5.1838
16 C -1.0518 2.7325 3.9964
17 C -1.1937 1.9990 2.8193
18 P -0.5597 2.5715 1.2074
19 C 1.2006 2.9224 1.4225
20 C 1.8548 3.5232 0.3452
21 C 3.2195 3.7651 0.4045
22 C 3.9379 3.4044 1.5364
23 C 3.2931 2.8004 2.6103
24 C 1.9265 2.5563 2.5541
25 C -1.4016 4.1628 1.0548
26 C -0.7461 5.3872 1.0390
27 C -1.4805 6.5546 0.8619
28 C -2.8587 6.4972 0.6973
29 C -3.5166 5.2723 0.7326
30 C -2.7870 4.1104 0.9122
31 H -3.0620 -0.5827 4.0552
32 H -2.7414 0.7250 6.1414
33 H -1.4812 2.8571 6.0901
34 H -0.5146 3.6757 3.9736
35 H 1.3047 3.7834 -0.5554
36 H 3.7192 4.2235 -0.4392
37 H 5.0044 3.5889 1.5801
38 H 3.8543 2.5182 3.4934
39 H 1.4395 2.0737 3.3918
40 H 0.3272 5.4465 1.1645
41 H -0.9689 7.5095 0.8468
42 H -3.4222 7.4082 0.5381
43 H -4.5911 5.2201 0.6070
44 H -3.3087 3.1597 0.9291
45 C -3.3382 -1.1593 -1.3394
46 O -1.8854 -1.2520 -1.1540
47 Si -1.2408 -2.7757 -1.6771
48 C -2.2388 -4.0634 -0.8128
49 C -1.6554 -2.9135 -3.4580
50 C 0.5599 -2.8023 -1.2877
51 Si 1.6821 -2.3403 -2.7450
52 C 1.7566 -3.8651 -3.8010
53 C 3.4429 -1.9092 -2.3584
54 C 0.9955 -0.8979 -3.7040
55 Si 1.1238 -3.8911 0.1371
56 C -0.0154 -3.7764 1.6083
57 C 1.1793 -5.6539 -0.4198
58 C 2.7984 -3.4706 0.8054
59 H -3.5808 -1.1591 -2.4001
60 H -3.6961 -0.2278 -0.9157
61 H -3.8361 -1.9885 -0.8391
62 H -3.1923 -4.1884 -1.3364
63 H -2.4543 -3.8252 0.2311
64 H -1.7296 -5.0325 -0.8429
65 H -2.7448 -2.9601 -3.5538
66 H -1.2568 -3.8417 -3.8812
67 H -1.2975 -2.0763 -4.0567
68 H 2.2618 -4.6806 -3.2713
69 H 2.3496 -3.6321 -4.6963
70 H 0.7764 -4.2237 -4.1272
71 H 3.9178 -2.5203 -1.5952
72 H 3.5720 -0.8545 -2.1007
73 H 3.9925 -2.0761 -3.2927
74 H 0.6332 -1.2121 -4.6890
75 H 1.7835 -0.1527 -3.8586
76 H 0.1684 -0.3873 -3.1987
77 H -0.9177 -4.3779 1.4859
78 H -0.3306 -2.7527 1.8366
79 H 0.5176 -4.1631 2.4863
80 H 0.1865 -6.0752 -0.5972
81 H 1.6661 -6.2501 0.3623
82 H 1.7606 -5.7647 -1.3389
83 H 2.8081 -2.5423 1.3885
84 H 3.5786 -3.4043 0.0499
85 H 3.0759 -4.2857 1.4858
86 Cl -2.2591 0.9817 -3.9477
87 Ge -2.2133 1.9622 -2.0151
88 Cl -4.3506 2.3182 -1.6020
89 Cl -1.4310 3.9404 -2.4340


# 3
This record from the Open Molecules 2025 dataset describes a gas-phase ion, C30H45ClN4O2PS3 (charge +1) in a non-equilibrium geometry. The level of theory is ωB97M-V/def2-TZVPD.

Properties
- frontier orbital gap (eV) = 5.83
- charge = +1
- SMILES = COCCCCC[N+]1=C(N[PH2]=S)N[C@H](CCCCl)[C@]1(CCO)CCCSC(=S)N(c1ccccc1)c1ccccc1
- E_tot (Ha) = -3534.97719

Geometry (Å):
1 C -5.8442 -3.1365 -0.2755
2 O -6.1297 -1.9856 -1.1053
3 C -5.5079 -2.0734 -2.4082
4 C -4.2737 -1.0190 -2.6033
5 C -2.8861 -1.8525 -2.5398
6 C -2.4815 -2.0333 -0.9879
7 C -1.0291 -1.4399 -0.6161
8 N 0.1156 -2.2508 -1.1299
9 C -0.0463 -3.6940 -1.2059
10 N -0.7559 -4.4212 -2.0815
11 P -0.8132 -6.1902 -1.9592
12 S -2.6044 -6.8491 -2.3961
13 N 0.7795 -4.2002 -0.0779
14 C 1.7880 -3.1387 0.2992
15 C 1.7140 -2.9280 1.8896
16 C 1.7664 -4.2795 2.7574
17 C 0.8230 -4.0188 4.0672
18 Cl 1.7217 -4.4023 5.6480
19 C 1.5004 -1.8488 -0.6675
20 C 2.5247 -1.6051 -1.8857
21 C 2.0886 -2.2546 -3.2834
22 O 2.5339 -3.6475 -3.4042
23 C 1.5583 -0.4583 0.1378
24 C 3.0296 -0.0152 0.6202
25 C 3.2805 1.5031 0.0790
26 S 2.9479 2.7570 1.4092
27 C 1.1525 3.1897 1.4808
28 S 0.0985 2.0464 2.1683
29 N 0.5391 4.4437 1.0261
30 C -0.0784 5.2256 2.1246
31 C 0.6784 5.4245 3.4571
32 C -0.0586 6.2790 4.5570
33 C -1.4614 6.8857 4.2643
34 C -2.2060 6.6907 2.9031
35 C -1.4904 5.8490 1.8168
36 C 1.4248 5.2571 0.1655
37 C 0.9915 5.3799 -1.3412
38 C 1.7976 6.2454 -2.3741
39 C 3.0695 7.0288 -1.9199
40 C 3.5015 6.8782 -0.4258
41 C 2.6940 6.0256 0.6038
42 H -4.8683 -2.9249 0.2915
43 H -5.8087 -4.1331 -0.8319
44 H -6.6598 -3.2419 0.5356
45 H -5.2043 -3.1489 -2.6438
46 H -6.2871 -1.7720 -3.2020
47 H -4.3336 -0.5747 -3.6536
48 H -4.3243 -0.1810 -1.8143
49 H -3.0891 -2.9158 -2.9548
50 H -2.0340 -1.3609 -3.1298
51 H -3.2348 -1.3938 -0.3842
52 H -2.6420 -3.1117 -0.5972
53 H -0.9832 -0.3308 -0.9369
54 H -0.9851 -1.4346 0.5432
55 H -1.2745 -3.9597 -2.8473
56 H 0.1169 -6.7349 -2.9080
57 H -0.5362 -6.6318 -0.6193
58 H 0.0284 -4.3196 0.6366
59 H 2.8605 -3.5418 0.1413
60 H 0.7319 -2.3540 2.0995
61 H 2.5555 -2.2325 2.2426
62 H 1.3262 -5.1990 2.2449
63 H 2.8291 -4.4717 3.1351
64 H 0.4983 -2.9214 4.1567
65 H -0.1288 -4.6498 4.0195
66 H 3.5992 -1.9215 -1.5989
67 H 2.5783 -0.4661 -2.0532
68 H 0.9847 -2.1147 -3.5537
69 H 2.6803 -1.6903 -4.1019
70 H 2.2271 -4.1726 -2.6344
71 H 0.8906 -0.4456 1.0812
72 H 1.1353 0.3462 -0.5786
73 H 3.8673 -0.7365 0.3371
74 H 3.0178 0.0856 1.7728
75 H 2.7620 1.7206 -0.9134
76 H 4.4159 1.5696 -0.1378
77 H 1.7025 4.9604 3.6420
78 H 0.4881 6.3957 5.5503
79 H -2.0099 7.4744 5.0662
80 H -3.2430 7.1120 2.6718
81 H -1.9550 5.6393 0.7979
82 H 0.0440 4.8533 -1.7344
83 H 1.4666 6.3459 -3.4708
84 H 3.6994 7.6958 -2.5942
85 H 4.4262 7.4217 -0.0506
86 H 3.0090 5.9347 1.7092


# 4
This record from the Open Molecules 2025 dataset describes a molecular structure, C30H45EuF6N7O6PS2 in a non-equilibrium geometry. The level of theory is ωB97M-V/def2-TZVPD.

Properties
- energy above the lowest of the compared OMol25 structures with the same formula, charge and spin (kJ/mol) = 26.3
- spin multiplicity = 8
- frontier orbital gap (spin up / spin down) (eV) = 6.65 / 8.85
- charge = +1
- E_tot (Ha) = -4452.14477

Geometry (Å):
1 Eu 0.4389 1.1607 -0.3114
2 N 2.0317 0.4422 1.9437
3 C 1.8309 1.3928 3.0552
4 C 1.6493 2.8466 2.5877
5 N 0.4200 2.9873 1.7791
6 H 1.9003 -0.5013 2.2667
7 H 3.0031 0.5070 1.6417
8 H 2.6477 1.3669 3.7769
9 H 0.9285 1.0809 3.6013
10 H 2.5021 3.1508 1.9718
11 H 1.6518 3.4912 3.4758
12 H 0.2922 3.9885 1.5776
13 H -0.3809 2.7279 2.3590
14 N -1.5941 -0.0508 -1.6908
15 C -2.2880 0.5729 -2.8353
16 C -3.0883 1.8081 -2.4452
17 C -2.2915 3.0554 -2.0503
18 N -1.6706 2.9395 -0.7130
19 H -1.1333 -0.9061 -1.9820
20 H -2.3209 -0.3160 -1.0291
21 H -2.9619 -0.1260 -3.3406
22 H -1.5360 0.8361 -3.6116
23 H -3.8134 1.5732 -1.6626
24 H -3.7098 2.0954 -3.3010
25 H -2.9710 3.9177 -2.0814
26 H -1.5155 3.2585 -2.8039
27 H -2.4508 2.7201 -0.0866
28 H -1.3293 3.8617 -0.4203
29 C 3.0707 -2.3694 -0.1022
30 N 2.9721 -2.3107 -1.5397
31 C 3.7543 -3.3296 -2.2513
32 C 1.9946 -1.5154 -2.1055
33 O 1.0549 -1.1138 -1.3936
34 N 2.0437 -1.1979 -3.4207
35 C 1.0388 -0.3071 -3.9665
36 C 3.2032 -1.4012 -4.2889
37 H 2.9723 -3.3944 0.2507
38 H 2.2800 -1.7648 0.3286
39 H 4.0357 -1.9905 0.2248
40 H 3.9575 -4.1016 -1.5247
41 H 4.7116 -2.9609 -2.6216
42 H 3.1882 -3.7672 -3.0784
43 H 0.4002 0.0509 -3.1837
44 H 0.4008 -0.7634 -4.7227
45 H 1.5209 0.5688 -4.4069
46 H 3.2681 -2.4131 -4.6815
47 H 4.1262 -1.1267 -3.7688
48 H 3.1073 -0.7232 -5.1330
49 F 2.6270 5.6974 -3.2121
50 C 1.5755 4.9049 -3.1874
51 F 0.4453 5.5842 -3.0015
52 F 1.4999 4.2041 -4.3077
53 S 1.6540 3.7468 -1.8246
54 O 0.9379 2.6902 -2.5186
55 O 1.0590 4.4159 -0.7135
56 N 3.1493 3.3424 -1.5344
57 S 3.5817 1.8312 -1.7006
58 O 3.6677 1.4073 -3.0788
59 O 3.0022 0.8944 -0.7645
60 C 5.2067 1.7423 -0.9133
61 F 6.0127 2.7190 -1.2783
62 F 5.0307 1.7615 0.4124
63 F 5.6751 0.5512 -1.2473
64 O -1.0268 0.3564 1.4500
65 P -1.6630 -0.9405 1.8399
66 C -3.3147 -0.9687 1.1389
67 C -3.8921 0.2779 0.9256
68 C -5.2060 0.3704 0.5209
69 C -5.9528 -0.7843 0.3415
70 C -5.3580 -2.0409 0.5364
71 C -4.0449 -2.1372 0.9250
72 C -0.7740 -2.4806 1.5128
73 C -0.9188 -3.2330 0.3547
74 C -0.1786 -4.3964 0.1731
75 C 0.7199 -4.7938 1.1473
76 C 0.9290 -4.0030 2.2705
77 C 0.2020 -2.8498 2.4492
78 C -1.9644 -0.8400 3.5923
79 C -2.4248 -1.9613 4.2808
80 C -2.9093 -1.8147 5.5549
81 C -2.9287 -0.5555 6.1413
82 C -2.4717 0.5597 5.4564
83 C -1.9771 0.4244 4.1665
84 H -3.2903 1.1596 1.1013
85 H -5.6620 1.3445 0.3497
86 H -6.9903 -0.6937 0.0178
87 H -5.9426 -2.9365 0.4142
88 H -3.5973 -3.1136 1.0929
89 H -1.6376 -2.9112 -0.4022
90 H -0.3519 -4.9647 -0.7502
91 H 1.2513 -5.7325 1.0233
92 H 1.6649 -4.3123 3.0041
93 H 0.3477 -2.2651 3.3663
94 H -2.3814 -2.9415 3.8027
95 H -3.2809 -2.6614 6.1290
96 H -3.2998 -0.4338 7.1483
97 H -2.4946 1.5484 5.9119
98 H -1.6476 1.2821 3.5977